Entry 1:
Computed, not measured: an isolated molecule of C4H6O3S2 at a distorted geometry, with ωB97M-V with the def2-TZVPD basis set.

Atoms and positions in Å:
C (-1.394, 0.846, -0.030)
C (1.040, -0.583, 0.375)
C (0.996, 0.250, -0.875)
C (0.153, 0.055, 1.417)
O (-0.684, 1.201, -2.551)
O (-1.104, -1.083, -1.840)
O (-0.491, -0.914, 2.267)
S (-2.494, 1.957, 0.194)
S (-0.635, 0.207, -1.510)
H (0.400, -1.504, 0.136)
H (1.970, -0.699, 0.932)
H (1.157, 1.271, -0.740)
H (1.554, -0.215, -1.591)
H (0.322, 0.949, 1.932)
H (-0.789, -1.737, 1.885)

Computed properties:
Energy relative to the best compared isomer or geometry (same formula, charge and spin), kcal per mole: 53.5
E_HOMO, eV: -8.13
Lowest unoccupied orbital energy, Ha: -0.035
E, eV: -32053.64324

Entry 2:
Computed, not measured: a cluster of 2 separate species, C4H6O4 in total at a distorted geometry, with ωB97M-V with the def2-TZVPD basis set.

Atoms and positions in Å:
C (1.864, 0.581, 1.468)
C (0.542, 1.291, 2.215)
O (-0.548, 0.754, 2.217)
O (0.762, 2.491, 2.481)
H (2.791, 1.169, 1.576)
H (1.639, 1.123, 0.492)
H (1.793, -0.544, 1.519)
C (-1.763, -0.637, -1.363)
C (-0.701, -1.427, -2.252)
O (-0.839, -1.256, -3.477)
O (0.147, -1.906, -1.550)
H (-2.291, -1.338, -0.813)
H (-2.419, 0.031, -1.895)
H (-0.977, -0.332, -0.618)

Computed properties:
Energy relative to the best compared isomer or geometry (same formula, charge and spin), kcal per mole: 44.3
E_HOMO, eV: -0.82
Charge: -2
Lowest unoccupied orbital energy, Ha: 0.249
E, eV: -12434.31540

Entry 3:
Computed, not measured: a cluster of 2 separate species, C4H6O4 in total at a distorted geometry, with ωB97M-V with the def2-TZVPD basis set.

Atoms and positions in Å:
C (0.378, -0.931, 1.806)
C (0.762, 1.003, -1.542)
C (-0.249, 0.557, -0.785)
C (-0.877, -0.757, -1.149)
O (-0.822, -0.777, 1.716)
O (1.281, 0.023, 1.759)
O (-0.903, 1.335, 0.110)
O (-0.313, -1.657, -1.712)
H (-1.402, 0.709, 0.738)
H (0.887, 0.856, 1.424)
H (0.839, -1.873, 2.143)
H (1.142, 2.005, -1.445)
H (1.190, 0.364, -2.294)
H (-1.912, -0.855, -0.769)

Computed properties:
Energy relative to the best compared isomer or geometry (same formula, charge and spin), kcal per mole: 47.1
E_HOMO, eV: -9.61
Structure (SMILES): C=C(O)C=O.O=CO
Lowest unoccupied orbital energy, Ha: 0.011
E, eV: -12434.12819

Entry 4:
Computed, not measured: a structure of composition C4H6O4 at a distorted geometry, with ωB97M-V with the def2-TZVPD basis set.

Atoms and positions in Å:
C (-2.777, -0.549, -0.188)
C (-0.745, 1.029, 0.086)
C (0.827, 0.894, -0.270)
C (2.654, -0.547, 0.309)
H (-3.249, -0.975, 1.245)
H (-2.705, -1.608, -1.080)
H (-3.442, 0.671, -0.636)
H (3.191, -0.669, -0.727)
H (2.889, -1.563, 0.422)
H (3.093, 0.002, 1.257)
O (-1.249, -0.348, -0.237)
O (-1.295, 2.098, 0.464)
O (1.550, 1.894, -0.573)
O (1.259, -0.330, -0.072)

Computed properties:
Energy relative to the best compared isomer or geometry (same formula, charge and spin), kcal per mole: 183.7
E_HOMO, eV: -10.58
Lowest unoccupied orbital energy, Ha: -0.003
E, eV: -12428.20592

Entry 5:
Computed, not measured: an isolated molecule of C4H6O5 at a distorted geometry, with ωB97M-V with the def2-TZVPD basis set.

Atoms and positions in Å:
C (-0.419, 1.662, -0.232)
C (0.451, 1.379, 0.827)
C (-0.310, -0.069, -0.697)
C (0.734, -0.907, 0.531)
O (-1.615, -0.435, -0.292)
O (-1.784, -1.860, -0.427)
O (1.979, -1.038, 0.033)
O (0.118, -0.272, -1.827)
O (0.321, -1.511, 1.479)
H (-2.021, -1.896, -1.371)
H (2.448, -1.705, 0.565)
H (-0.044, 2.160, -1.116)
H (-1.453, 1.885, 0.010)
H (0.072, 1.143, 1.811)
H (1.524, 1.465, 0.706)

Computed properties:
Energy relative to the best compared isomer or geometry (same formula, charge and spin), kcal per mole: 175.5
E_HOMO (alpha / beta), eV: -8.70 / -8.70
Lowest unoccupied orbital energy (alpha / beta), Ha: -0.056 / -0.056
E, eV: -14476.06877

Entry 6:
Computed, not measured: a cluster of 2 separate species, C4H6OS in total at a distorted geometry, with ωB97M-V with the def2-TZVPD basis set.

Atoms and positions in Å:
C (0.839, 0.058, -0.855)
C (1.639, 0.996, -0.453)
C (0.182, -0.847, -1.417)
C (-1.438, 0.100, 1.685)
O (-0.673, -0.932, 1.532)
S (-2.130, 1.018, 0.471)
H (2.435, 1.371, -1.046)
H (1.370, 1.454, 0.417)
H (-0.398, -0.427, -2.242)
H (0.252, -1.880, -1.416)
H (-1.646, 0.229, 2.702)
H (-0.432, -1.141, 0.622)

Computed properties:
Energy relative to the best compared isomer or geometry (same formula, charge and spin), kcal per mole: 74.3
E_HOMO (alpha / beta), eV: -8.68 / -8.68
Structure (SMILES): C=C=C.OC=S
Lowest unoccupied orbital energy (alpha / beta), Ha: 0.017 / 0.017
E, eV: -17124.90575

Q: Which of these has the lowest E?
A: C4H6O3S2